Entry from the Open Molecules 2025 dataset: a single C9H12NO4P molecule (ωB97M-V/def2-TZVPD).

Properties
DFT total energy (eV): -28495.010
2S+1: 1
Molar mass (g/mol): 229.17
Structure (SMILES): COP(=O)(OC)/[N+]([O-])=C\c1ccccc1

Geometry as XYZ:
```
27
Properties=species:S:1:pos:R:3:lowdin_charge:R:1
C 0.641 2.480 -2.955 -0.135
O 0.062 1.211 -2.980 -0.203
P 0.230 0.314 -1.654 0.535
O 1.625 0.018 -1.338 -0.199
O -0.699 -0.918 -2.112 -0.204
C -2.064 -0.783 -2.529 -0.069
N -0.596 1.179 -0.408 -0.262
O -1.437 2.044 -0.837 -0.109
C -0.507 0.857 0.870 0.019
C 0.065 -0.258 1.618 -0.187
C 0.171 0.029 3.003 -0.028
C 0.785 -0.862 3.866 -0.096
C 1.333 -2.031 3.407 -0.061
C 1.186 -2.310 2.016 -0.060
C 0.592 -1.445 1.170 -0.070
H 1.701 2.512 -2.749 0.086
H 0.250 3.153 -2.285 0.043
H 0.424 2.940 -3.973 0.121
H -2.247 -0.257 -3.406 0.069
H -2.584 -0.318 -1.745 0.070
H -2.487 -1.759 -2.746 0.095
H -1.014 1.415 1.557 0.100
H -0.233 0.892 3.521 0.115
H 0.850 -0.644 4.935 0.112
H 1.873 -2.649 4.058 0.086
H 1.753 -3.202 1.560 0.139
H 0.328 -1.610 0.137 0.093
```


Entry from the Open Molecules 2025 dataset: a 2-piece molecular cluster, C4H11OS2 overall (ωB97M-V/def2-TZVPD).

Properties
DFT total energy (eV): -28045.667
2S+1: 1
Molar mass (g/mol): 139.27
Charge: -1

Geometry as XYZ:
```
18
Properties=species:S:1:pos:R:3:lowdin_charge:R:1
C -1.245 2.354 0.450 -0.359
O -1.760 1.144 -0.138 -0.219
C -1.276 2.355 2.012 -0.148
H -1.890 3.148 0.041 0.092
H -0.194 2.520 0.117 0.090
H -1.161 3.377 2.481 0.060
H -0.445 1.734 2.465 0.020
H -2.246 1.914 2.332 0.064
C 0.639 -2.922 -1.347 -0.205
C 0.366 -1.444 -1.757 -0.683
S 1.316 -0.284 -0.776 0.241
S 0.447 -0.472 1.105 -0.061
H 0.448 -3.011 -0.293 0.011
H 1.726 -3.084 -1.542 0.064
H 0.029 -3.663 -1.827 0.039
H -0.706 -1.243 -1.586 0.051
H 0.665 -1.187 -2.777 0.041
H -1.246 0.390 0.275 -0.097
```


Entry from the Open Molecules 2025 dataset: a single C27H32N4O5S molecule (ωB97M-V/def2-TZVPD).

Properties
DFT total energy (eV): -55551.522
2S+1: 1
Molar mass (g/mol): 524.64
Structure (SMILES): CCOc1ccc(NC(=S)N(CCN2CCOCC2)Cc2cc3cc4c(cc3[nH]c2=O)OCCO4)cc1

Geometry as XYZ:
```
69
Properties=species:S:1:pos:R:3:lowdin_charge:R:1
C -5.092 -6.442 -0.024 -0.067
C -4.732 -5.105 -0.653 -0.271
O -3.622 -4.586 0.050 -0.056
C -3.108 -3.382 -0.327 -0.273
C -2.007 -2.931 0.405 0.015
C -1.405 -1.726 0.119 -0.017
C -1.899 -0.924 -0.913 -0.262
N -1.326 0.293 -1.279 0.051
C -0.444 1.109 -0.636 -0.792
S 0.531 2.047 -1.601 0.678
N -0.372 1.123 0.716 -0.107
C -1.576 1.041 1.512 -0.126
C -2.331 2.384 1.460 -0.151
N -2.605 2.698 0.073 -0.176
C -2.404 4.074 -0.337 -0.165
C -3.582 4.970 0.060 -0.189
O -4.796 4.474 -0.467 -0.133
C -5.037 3.152 -0.035 -0.191
C -3.881 2.219 -0.426 -0.156
C 0.750 1.829 1.310 -0.156
C 2.014 1.035 1.120 -0.132
C 3.092 1.513 0.461 0.019
C 4.269 0.728 0.280 -0.142
C 5.394 1.189 -0.408 0.070
C 6.507 0.391 -0.563 -0.196
C 6.525 -0.901 0.001 -0.192
C 5.409 -1.380 0.664 0.073
C 4.279 -0.580 0.804 -0.177
N 3.166 -1.031 1.460 0.174
C 2.007 -0.317 1.667 -0.411
O 1.077 -0.827 2.272 0.045
O 7.620 -1.712 -0.082 -0.018
C 8.794 -1.047 -0.498 -0.144
C 8.487 -0.118 -1.670 -0.150
O 7.577 0.881 -1.269 -0.027
C -2.985 -1.383 -1.653 -0.026
C -3.588 -2.595 -1.368 -0.021
H -5.946 -6.875 -0.538 0.075
H -5.337 -6.304 1.025 0.077
H -4.249 -7.123 -0.095 0.077
H -5.582 -4.412 -0.582 0.125
H -4.478 -5.241 -1.714 0.125
H -1.632 -3.552 1.202 0.122
H -0.550 -1.412 0.697 0.094
H -1.428 0.538 -2.256 0.113
H -1.298 0.781 2.535 0.130
H -2.223 0.255 1.127 0.102
H -1.700 3.168 1.887 0.122
H -3.237 2.303 2.077 0.121
H -1.475 4.451 0.091 0.118
H -2.303 4.076 -1.427 0.123
H -3.466 5.976 -0.348 0.124
H -3.652 5.032 1.159 0.124
H -5.967 2.841 -0.513 0.125
H -5.177 3.139 1.058 0.119
H -4.066 1.210 -0.054 0.122
H -3.813 2.184 -1.518 0.126
H 0.870 2.821 0.861 0.094
H 0.552 1.929 2.379 0.136
H 3.072 2.507 0.040 0.115
H 5.399 2.177 -0.839 0.134
H 5.440 -2.377 1.073 0.129
H 3.174 -1.974 1.832 0.165
H 9.506 -1.825 -0.780 0.133
H 9.202 -0.458 0.335 0.140
H 9.384 0.399 -2.012 0.133
H 8.061 -0.705 -2.495 0.140
H -3.364 -0.782 -2.467 0.113
H -4.428 -2.911 -1.966 0.102
```


Entry from the Open Molecules 2025 dataset: a single C5H7F3O2S molecule (ωB97M-V/def2-TZVPD).

Properties
DFT total energy (eV): -28375.893
2S+1: 1
Molar mass (g/mol): 188.17
Structure (SMILES): C=S(=C)(F)C(F)(F)C(=O)OC

Geometry as XYZ:
```
18
Properties=species:S:1:pos:R:3:lowdin_charge:R:1
C -1.058 -0.945 -2.615 -0.206
S -0.659 -0.312 -1.160 0.978
C -1.055 1.218 -0.781 -0.218
F -1.201 -1.103 0.249 -0.292
C 1.244 -1.045 -0.904 -0.409
F 1.487 -2.250 -1.448 0.117
F 1.899 -0.167 -1.716 0.070
C 1.594 -0.826 0.585 -0.423
O 1.911 -1.679 1.415 0.127
O 1.247 0.438 0.764 -0.085
C 1.276 0.932 2.100 -0.003
H -0.767 -1.946 -2.769 0.018
H -1.935 -0.542 -3.020 0.009
H -1.105 1.332 0.235 -0.020
H -0.873 1.990 -1.470 0.026
H 2.108 1.629 2.235 0.107
H 1.322 0.060 2.797 0.111
H 0.291 1.378 2.201 0.092
```